7
Properties=species:S:1:pos:R:3 method="wB97M-V/def2-TZVPD" gap_ev=9.210 smiles=[SiH3]C#CBr fmax_ev_per_a=11.0 multiplicity=1
C -0.528 0.446 -0.366
C -1.843 0.265 0.145
Si 1.251 -0.004 -0.030
Br -3.631 0.230 0.032
H 1.057 -1.256 0.724
H 2.132 0.681 0.844
H 1.563 -0.361 -1.349